# 1
{"formula": "CHFO2Sm", "method": "the ωB97M-V functional and the def2-TZVPD basis", "spin_multiplicity": 7, "e_lumo_ha": [-0.3586, -0.3520], "orbital_gap_ha": [0.3283, 0.3859], "homo_energy_ev": [-18.69, -20.08], "charge": 2, "elements": ["F", "O", "Sm", "O", "C", "H"], "coordinates": [[-1.352, 0.881, 0.268], [0.890, 0.718, -0.254], [3.195, 0.530, 0.504], [0.125, -0.553, -0.372], [-1.073, -0.380, -0.154], [-1.784, -1.196, 0.009]]}

# 2
{"formula": "H8O4", "method": "the ωB97M-V functional and the def2-TZVPD basis", "e_lumo_ha": 0.0257, "relative_energy_ev": 0.7396, "orbital_gap_ha": 0.4227, "smiles": "O.O.O.O", "homo_energy_ev": -10.80, "elements": ["O", "H", "H", "O", "H", "H", "O", "H", "H", "O", "H", "H"], "coordinates": [[-3.040, 15.722, -2.221], [-3.950, 15.964, -2.412], [-2.859, 16.111, -1.361], [-2.672, 12.450, -1.815], [-2.142, 11.832, -1.300], [-2.343, 13.328, -1.601], [-3.196, 10.122, -0.028], [-2.530, 9.435, 0.067], [-3.785, 9.811, -0.723], [-5.204, 11.535, -2.668], [-5.080, 11.154, -3.540], [-4.311, 11.748, -2.358]]}

# 3
{"formula": "C5H10O", "method": "the ωB97M-V functional and the def2-TZVPD basis", "e_lumo_ha": 0.0366, "relative_energy_ev": 1.3893, "orbital_gap_ha": 0.3887, "smiles": "CC[C@H]1C[C@H]1O", "homo_energy_ev": -9.58, "elements": ["C", "C", "C", "C", "C", "O", "H", "H", "H", "H", "H", "H", "H", "H", "H", "H"], "coordinates": [[-2.187, 0.077, 0.363], [-0.804, 0.231, -0.233], [0.429, 0.009, 0.636], [1.355, -1.131, 0.288], [1.680, 0.249, -0.185], [1.497, 0.498, -1.540], [-2.382, 0.823, 1.139], [-2.384, -0.929, 0.750], [-2.889, 0.256, -0.458], [-0.671, -0.437, -1.070], [-0.698, 1.250, -0.628], [0.395, 0.318, 1.682], [2.014, -1.524, 1.058], [0.978, -1.864, -0.421], [2.525, 0.779, 0.249], [1.143, 1.394, -1.628]]}

# 4
{"formula": "C48H49N5O2S2Ti", "method": "the ωB97M-V functional and the def2-TZVPD basis", "spin_multiplicity": 3, "e_lumo_ha": [0.0034, -0.0223], "relative_energy_ev": 0.6611, "orbital_gap_ha": [0.2418, 0.2536], "homo_energy_ev": [-6.49, -7.51], "elements": ["Ti", "S", "C", "N", "C", "C", "N", "C", "C", "C", "C", "C", "C", "C", "C", "S", "C", "C", "C", "C", "C", "C", "C", "H", "H", "H", "H", "H", "H", "H", "H", "H", "H", "H", "H", "H", "H", "H", "H", "H", "H", "C", "C", "C", "C", "C", "C", "C", "C", "C", "C", "N", "C", "C", "C", "C", "C", "N", "H", "H", "H", "H", "H", "H", "H", "H", "H", "H", "H", "H", "H", "H", "H", "H", "H", "C", "C", "C", "C", "C", "C", "N", "C", "C", "C", "C", "C", "C", "C", "O", "O", "C", "C", "H", "H", "H", "H", "H", "H", "H", "H", "H", "H", "H", "H", "H", "H"], "coordinates": [[0.765, -0.143, -0.706], [0.728, -0.317, 1.827], [-0.403, -1.557, 2.224], [-0.802, -1.689, 3.520], [-1.856, -2.627, 3.857], [-1.664, -3.891, 3.059], [-1.609, -3.558, 1.649], [-2.400, -4.398, 0.760], [-3.876, -4.102, 0.894], [-4.769, -5.084, 1.304], [-6.122, -4.795, 1.444], [-6.587, -3.518, 1.177], [-5.698, -2.530, 0.768], [-4.351, -2.818, 0.626], [-0.929, -2.448, 1.243], [-0.763, -2.162, -0.450], [-0.262, -0.914, 4.629], [0.626, -1.761, 5.509], [0.318, -1.978, 6.845], [1.138, -2.772, 7.639], [2.270, -3.357, 7.095], [2.584, -3.144, 5.757], [1.767, -2.352, 4.968], [-2.838, -2.193, 3.638], [-1.797, -2.838, 4.925], [-2.503, -4.568, 3.219], [-0.742, -4.396, 3.370], [-2.201, -5.443, 1.009], [-2.062, -4.234, -0.260], [-4.404, -6.083, 1.513], [-6.808, -5.569, 1.764], [-7.640, -3.290, 1.286], [-6.059, -1.532, 0.554], [-3.659, -2.049, 0.301], [-1.098, -0.515, 5.209], [0.287, -0.070, 4.222], [-0.568, -1.520, 7.270], [0.889, -2.934, 8.680], [2.911, -3.976, 7.710], [3.471, -3.594, 5.331], [2.011, -2.178, 3.926], [1.669, 2.112, -4.562], [0.947, 1.035, -5.372], [1.440, -0.362, -5.041], [2.148, -1.055, -6.013], [2.787, -2.246, -5.715], [2.795, -2.704, -4.413], [2.118, -2.038, -3.392], [2.302, -2.575, -1.982], [3.758, -2.885, -1.640], [1.353, -0.922, -3.751], [0.521, -0.285, -2.789], [-0.696, 0.069, -3.085], [-1.477, 0.779, -2.149], [-2.792, 1.238, -2.196], [-3.053, 1.789, -0.937], [-1.892, 1.628, -0.180], [-0.931, 1.030, -0.903], [1.370, 3.109, -4.890], [2.750, 2.022, -4.677], [1.451, 2.037, -3.496], [1.146, 1.202, -6.432], [-0.132, 1.148, -5.265], [2.216, -0.638, -7.011], [3.321, -2.788, -6.485], [3.352, -3.601, -4.177], [1.666, -3.451, -1.827], [1.968, -1.890, -1.194], [4.164, -3.690, -2.250], [3.830, -3.199, -0.597], [4.368, -1.994, -1.780], [-1.123, -0.198, -4.049], [-3.464, 1.173, -3.038], [-3.968, 2.251, -0.602], [-1.708, 1.919, 0.844], [-2.583, 5.650, -0.629], [-1.552, 5.012, 0.261], [-1.721, 5.038, 1.641], [-0.804, 4.421, 2.480], [0.304, 3.796, 1.939], [0.488, 3.767, 0.558], [1.558, 3.014, 0.038], [2.567, 3.509, -0.778], [2.703, 4.892, -0.959], [3.682, 5.414, -1.779], [4.570, 4.577, -2.445], [4.447, 3.213, -2.270], [3.461, 2.655, -1.455], [3.401, 1.160, -1.442], [4.103, 0.480, -2.155], [2.513, 0.618, -0.610], [-0.448, 4.356, -0.298], [-0.319, 4.235, -1.789], [-3.324, 6.187, -0.039], [-3.108, 4.900, -1.227], [-2.129, 6.354, -1.330], [-2.585, 5.540, 2.059], [-0.948, 4.436, 3.553], [1.036, 3.314, 2.576], [1.809, 2.190, 0.558], [2.032, 5.553, -0.425], [3.761, 6.489, -1.887], [5.341, 4.980, -3.087], [5.109, 2.524, -2.778], [0.348, 3.419, -2.059], [0.079, 5.148, -2.241], [-1.290, 4.035, -2.243]]}

Number 1: DFT total energy -946.202001 Ha, strongest force on any atom 5.29 eV/A. Number 2: DFT total energy -305.752026 Ha, strongest force on any atom 0.34 eV/A. Number 3: DFT total energy -271.701559 Ha, strongest force on any atom 0.69 eV/A. Number 4: DFT total energy -3928.778894 Ha, strongest force on any atom 1.02 eV/A.